[1]
20
Properties=species:S:1:pos:R:3:forces:R:3:mulliken_charge:R:1 method="wB97M-V/def2-TZVPD" lumo_ev=1.161 smiles="CCC/C=C/NC" charge=0
C -0.590 -1.329 3.023 0.43 2.02 0.71 -1.05
C -0.659 -1.590 1.524 -0.71 -0.10 0.21 -0.30
C -1.274 -0.425 0.708 -0.35 0.24 0.92 -0.71
C -0.581 -0.346 -0.621 -0.84 0.80 1.33 -0.75
C 0.252 0.675 -0.798 1.18 -0.14 -1.98 0.12
N 1.192 0.799 -1.848 -0.64 -0.38 1.19 -0.24
C 1.613 2.114 -2.284 0.69 -0.59 -2.72 -0.88
H -1.377 -1.669 3.691 -0.21 -0.52 -0.35 0.29
H 0.378 -1.563 3.483 -0.22 -0.42 -0.21 0.30
H -0.640 -0.221 3.138 0.09 -0.51 0.13 0.27
H -1.289 -2.469 1.356 0.65 -0.32 -0.29 0.29
H 0.375 -1.682 1.167 -0.42 -0.50 -0.07 0.33
H -1.159 0.457 1.364 0.39 0.12 -0.77 0.28
H -2.366 -0.461 0.599 0.11 -0.58 0.00 0.37
H -0.830 -1.197 -1.245 0.70 0.23 -0.48 0.27
H 0.306 1.534 -0.153 -0.15 -0.09 0.64 0.30
H 1.011 0.107 -2.560 0.28 0.30 -0.19 0.23
H 1.072 2.933 -1.811 0.48 -0.08 0.24 0.32
H 1.375 2.151 -3.364 -0.60 0.44 0.22 0.28
H 2.725 2.228 -2.456 -0.85 0.07 1.48 0.28



[2]
20
Properties=species:S:1:pos:R:3:forces:R:3:mulliken_charge:R:1 method="wB97M-V/def2-TZVPD" lumo_ev=1.010 charge=0
C 2.909 -0.435 -0.114 0.08 0.07 -0.05 -1.30
C 1.420 -0.755 -0.198 -0.01 -0.02 -0.09 -0.23
C 0.581 0.456 -0.594 0.24 0.02 -0.15 -0.59
N -0.880 0.189 -0.622 -0.21 0.02 0.72 0.26
C -1.740 1.348 -0.799 -0.07 0.42 0.31 -0.99
C -1.216 -0.802 0.171 1.04 -0.96 0.22 -0.35
C -2.161 -0.759 1.309 -0.37 -0.14 -0.10 -0.97
H 3.114 0.331 0.645 -0.04 -0.08 -0.13 0.32
H 3.307 -0.081 -1.070 0.00 -0.02 0.10 0.34
H 3.469 -1.333 0.171 -0.07 0.16 -0.07 0.35
H 1.230 -1.560 -0.914 0.05 0.05 0.07 0.29
H 1.063 -1.138 0.762 0.09 0.08 -0.19 0.33
H 0.941 0.906 -1.525 -0.17 -0.14 -0.07 0.32
H 0.682 1.225 0.192 0.17 -0.06 -0.24 0.34
H -2.506 1.149 -1.562 0.20 0.07 0.35 0.25
H -1.160 2.218 -1.097 0.02 0.09 -0.09 0.39
H -2.181 1.540 0.182 -0.34 0.34 -0.32 0.34
H -2.924 -0.012 1.584 -0.03 0.13 -0.54 0.36
H -2.570 -1.764 1.384 -0.22 0.03 0.30 0.32
H -1.378 -0.723 2.093 -0.36 -0.05 -0.04 0.21



[3]
20
Properties=species:S:1:pos:R:3:forces:R:3:mulliken_charge:R:1 method="wB97M-V/def2-TZVPD" lumo_ev=1.068 smiles="CCC/C(C)=N/C" charge=0
C -0.824 2.918 0.444 0.02 0.07 -0.05 -1.07
C -0.749 1.403 0.186 -0.13 -0.08 -0.02 -0.41
N -0.391 -1.364 -0.947 0.31 0.20 0.20 -0.52
C -0.535 -2.766 -0.612 0.00 -0.17 0.03 -0.81
C 0.483 -0.644 -0.369 -0.22 -0.06 -0.09 0.85
C 1.486 -1.114 0.671 0.01 -0.04 0.06 -1.41
C 0.432 0.848 -0.643 0.02 0.05 -0.03 -0.72
H -1.625 3.374 -0.147 0.18 0.00 0.03 0.27
H -1.050 3.131 1.496 0.05 -0.06 -0.20 0.29
H 0.105 3.445 0.203 -0.06 -0.14 0.01 0.33
H -0.798 0.865 1.139 0.15 0.09 -0.05 0.31
H -0.237 -3.381 -1.469 -0.03 0.09 0.09 0.27
H 0.030 -3.105 0.268 -0.05 0.07 -0.15 0.29
H -1.597 -2.967 -0.431 0.17 0.02 -0.05 0.28
H 2.050 -0.270 1.075 -0.09 -0.12 -0.07 0.35
H 0.998 -1.626 1.507 0.05 0.06 -0.13 0.36
H 2.202 -1.818 0.230 -0.12 0.09 0.05 0.38
H -1.634 1.081 -0.363 -0.10 -0.02 0.16 0.27
H 0.248 1.011 -1.710 0.02 0.02 0.17 0.29
H 1.384 1.331 -0.387 -0.18 -0.07 0.06 0.40



[4]
20
Properties=species:S:1:pos:R:3:forces:R:3:mulliken_charge:R:1 method="wB97M-V/def2-TZVPD" lumo_ev="-4.405 / -6.526" multiplicity=2 charge=+1
C 2.297 1.780 0.856 0.17 -1.02 -1.69 -1.22
C 1.398 0.575 0.625 -1.78 -0.94 2.33 -0.51
C 0.117 0.888 -0.181 1.20 0.08 -1.62 -0.61
C -0.821 -0.278 -0.222 -1.22 0.73 0.84 0.44
C -1.329 -0.704 -1.460 -0.01 -1.27 0.91 -0.20
N -1.487 -2.026 -1.730 -1.05 1.47 -1.27 -0.33
C -1.305 -0.988 1.033 0.58 1.16 -1.45 -1.33
H 1.902 2.327 1.696 0.18 0.47 0.08 0.34
H 2.311 2.351 -0.084 0.15 0.32 0.52 0.32
H 3.307 1.409 1.015 0.07 0.34 0.34 0.35
H 1.775 -0.392 0.273 0.74 0.60 -0.57 0.43
H 1.082 0.253 1.641 -0.03 0.23 -0.26 0.29
H 0.532 0.960 -1.193 -0.22 0.00 -0.35 0.40
H -0.241 1.936 -0.104 -0.51 -0.71 0.88 0.43
H -1.676 0.027 -2.180 0.99 -0.05 -0.66 0.43
H -1.695 -2.172 -2.712 -0.17 -0.23 0.04 0.29
H -1.972 -2.711 -1.164 0.73 0.01 0.70 0.27
H -2.232 -1.515 0.769 0.61 -0.35 0.63 0.50
H -0.428 -1.538 1.382 -0.51 -0.54 0.45 0.36
H -1.533 -0.182 1.739 0.08 -0.30 0.13 0.34



Max |F| per entry: 0.056; 0.028; 0.008; 0.060 hartree/bohr